The following is a quantum chemistry calculation of C6H18NOSi2 as an isolated structure in a non-equilibrium geometry, from the OMol25 dataset.

Geometry as XYZ:
```
28
Properties=species:S:1:pos:R:3:forces:R:3
C 0.280190 0.718771 3.110967 -1.2 -1.8 0.4
C 2.563613 1.212765 1.122499 1.3 -1.6 0.5
C -0.242613 2.469103 0.898320 1.2 1.6 -1.2
C 1.684159 -1.390862 -1.955995 -0.9 -2.0 1.9
C -0.490582 -3.113938 -0.657160 0.5 -1.4 -1.5
C -2.622545 -0.408284 -2.611247 -1.4 1.0 -0.8
N -1.283810 -0.867265 -2.633298 1.3 -0.9 1.4
O 0.139375 -0.527910 0.553978 -0.4 -0.9 -2.4
Si 0.642787 0.796380 1.218241 0.3 1.9 3.3
Si -0.216290 -1.473056 -1.538191 0.9 0.5 0.1
H -0.814778 0.896455 3.341980 1.0 0.1 -0.4
H 0.415690 -0.329863 3.479471 0.1 0.5 -0.3
H 0.875569 1.299980 3.797305 0.3 0.6 0.0
H 3.296738 0.498141 1.751954 -1.9 1.2 -1.2
H 2.760687 0.918460 0.071727 0.4 0.5 0.3
H 2.986906 2.228810 1.342020 -0.9 -0.7 -0.4
H 0.005916 3.364114 1.589627 0.2 -1.7 -0.8
H 0.245875 2.723558 -0.125581 -1.4 0.2 1.2
H -1.346627 2.522056 0.897764 0.5 -0.5 -0.6
H 1.939393 -0.771412 -2.734714 0.4 2.0 -1.6
H 2.136202 -1.079238 -0.997027 0.0 0.0 -0.5
H 2.165012 -2.358362 -2.248734 -0.7 0.3 0.5
H 0.219548 -3.991215 -0.987895 -1.6 1.6 -0.1
H -0.233497 -3.069175 0.366196 -0.2 0.5 1.3
H -1.571729 -3.309965 -0.819938 0.7 -0.5 0.3
H -3.212313 -0.693451 -3.589634 1.2 0.7 1.3
H -3.367403 -0.759010 -1.823783 1.0 0.1 -0.3
H -2.557631 0.736251 -2.513253 -0.8 -1.3 -0.3
```
Positions in Å, forces in eV/Å.

Calculated values
Kohn-Sham gap   0.282 Ha
ΔE to the lowest compared entry with this formula, charge and spin   21.88 kcal per mole
Charge   -1
E_tot   -948.45302 Eh

List of natural (NBO) charges in e, atom by atom:
1. C -1.136
2. C -1.142
3. C -1.148
4. C -1.115
5. C -1.170
6. C -0.382
7. N -1.235
8. O -1.304
9. Si 1.942
10. Si 1.947
11. H 0.208
12. H 0.210
13. H 0.207
14. H 0.216
15. H 0.218
16. H 0.222
17. H 0.218
18. H 0.211
19. H 0.228
20. H 0.219
21. H 0.239
22. H 0.213
23. H 0.219
24. H 0.247
25. H 0.228
26. H 0.144
27. H 0.136
28. H 0.160